DFT (wB97M-V/def2-TZVPD) results for one molecule with the formula C3H5N3.

ORCA input file:
```
! RIJCOSX wB97M-V def2-TZVPD def2/J DEFGRID3
* xyz 0 1
C -1.7392 0.0357 0.4763
C -0.4057 0.0088 0.5439
C 0.3955 0.4466 -0.6329
N 1.5046 -0.4633 -0.4768
N 1.5312 -0.9228 0.8099
N 0.4840 -0.6449 1.4515
H -2.4322 0.0289 1.3019
H -2.1562 0.0224 -0.5283
H -0.2875 0.3507 -1.4775
H 0.6883 1.5084 -0.5692
H 2.4172 -0.3704 -0.8986
*
```

Output
**SMILES**: C=C1CNN=N1
**E_HOMO**: -8.783 eV
**LUMO**: 0.5 eV
**Relative energy (zero: lowest compared OMol25 entry of this formula, charge and spin)**: 66.70 kcal/mol
**Gap between HOMO and LUMO**: 9.3 eV

Taken from the Mulliken analysis, the atomic charges in e are: number 1, C, carries -0.81; number 2, C, carries 0.54; number 3, C, carries -0.28; number 4, N, carries -0.02; number 5, N, carries -0.35; number 6, N, carries -0.31; number 7, H, carries 0.28; number 8, H, carries 0.20; number 9, H, carries 0.25; number 10, H, carries 0.20; number 11, H, carries 0.27